DFT (ωB97M-V/def2-TZVPD) results for a structure of composition C36H92CdN5O21 in a non-equilibrium geometry.

Computed properties:
Spin multiplicity: 1
Max |F|: 6.6 eV/A
Net charge: +1
HOMO-LUMO gap: 1.7 eV
E_HOMO: -7.762 eV

```
155
Properties=species:S:1:pos:R:3:mulliken_charge:R:1
O 5.485 2.532 -7.128 -0.365
H 5.647 2.979 -6.294 0.451
H 4.574 2.708 -7.377 0.443
H 5.708 1.599 -7.090 0.459
Cd -9.352 -2.391 -2.355 0.238
C -0.502 1.489 -1.405 -0.266
C 0.458 0.788 -2.285 0.376
C -0.101 -0.397 -3.249 0.443
O 0.684 -1.014 -3.942 -0.561
C -1.579 -0.555 -3.288 -0.387
C -2.361 0.235 -2.452 0.412
C -1.797 1.285 -1.522 0.379
O -2.514 1.886 -0.627 -0.593
O -3.625 -0.068 -2.483 -0.584
O 1.690 1.144 -2.346 -0.614
H -0.126 2.216 -0.700 0.478
H -1.952 -1.368 -3.893 0.482
O 6.271 -2.359 -7.231 -0.648
H 5.393 -2.560 -6.906 0.325
H 6.729 -3.200 -7.220 0.326
O -1.967 -8.406 -8.420 -0.636
H -2.318 -9.285 -8.560 0.319
H -2.474 -8.058 -7.687 0.318
O -6.745 6.840 0.331 -0.641
H -6.288 7.680 0.367 0.320
H -6.048 6.185 0.375 0.321
O 2.316 -6.332 -6.838 -0.638
H 1.506 -6.591 -7.277 0.326
H 2.103 -5.502 -6.412 0.311
O 7.166 4.798 -2.992 -0.651
H 7.548 5.530 -2.507 0.326
H 6.531 4.415 -2.387 0.328
O -5.024 -0.869 4.689 -0.642
H -4.744 -0.348 5.441 0.322
H -4.730 -0.369 3.927 0.319
C -3.364 -0.521 13.590 -0.721
O -2.997 0.593 12.747 -0.316
C -3.609 0.722 11.482 -0.482
C -3.175 1.977 10.757 -0.550
N -4.070 2.249 9.654 -0.358
C -3.519 3.275 8.735 -0.669
C -4.634 4.322 8.383 -0.622
O -4.841 5.099 9.537 -0.311
C -6.117 5.832 9.480 -0.760
H -3.217 -1.459 13.056 0.307
H -4.342 -0.416 14.062 0.278
H -2.605 -0.512 14.372 0.247
H -4.676 0.754 11.705 0.262
H -3.490 -0.170 10.868 0.316
H -2.145 2.139 10.437 0.409
H -3.180 2.737 11.538 0.294
H -4.843 2.724 10.099 0.304
H -3.138 2.807 7.828 0.366
H -2.595 3.766 9.044 0.342
H -5.454 3.862 7.832 0.361
H -4.073 5.015 7.756 0.414
H -6.067 6.564 8.673 0.295
H -6.144 6.200 10.505 0.259
H -6.966 5.149 9.503 0.335
C -10.291 -1.406 0.577 -0.821
O -10.262 -0.713 -0.689 -0.153
C -10.996 0.511 -0.806 -0.615
C -10.667 1.187 -2.206 -0.762
N -10.981 0.259 -3.233 -0.182
C -10.430 0.637 -4.604 -0.796
C -10.475 -0.680 -5.398 -0.618
O -9.798 -1.764 -4.740 -0.168
C -9.742 -2.970 -5.448 -0.907
H -10.087 -0.701 1.383 0.284
H -9.619 -2.248 0.740 0.260
H -11.308 -1.789 0.663 0.343
H -10.568 1.174 -0.053 0.415
H -12.033 0.175 -0.814 0.354
H -9.604 1.354 -2.379 0.382
H -11.175 2.139 -2.363 0.388
H -11.986 0.359 -3.259 0.184
H -9.447 1.100 -4.519 0.448
H -10.987 1.385 -5.168 0.351
H -9.936 -0.587 -6.341 0.477
H -11.514 -0.879 -5.660 0.344
H -10.014 -2.941 -6.503 0.370
H -10.408 -3.732 -5.044 0.316
H -8.719 -3.344 -5.402 0.303
C -1.691 -0.643 -9.903 -0.650
O -1.078 -0.472 -11.138 -0.356
C -0.502 0.882 -11.315 -0.376
C 0.761 1.168 -10.418 -0.854
N 0.492 1.950 -9.175 -0.276
C -0.305 3.159 -9.358 -0.574
C -0.166 4.034 -8.096 -0.802
O 1.209 4.300 -7.803 -0.269
C 1.340 5.267 -6.751 -0.754
H -0.978 -0.791 -9.092 0.209
H -2.327 -1.513 -10.064 0.304
H -2.446 0.117 -9.701 0.292
H -1.177 1.733 -11.405 0.323
H -0.151 0.854 -12.346 0.348
H 1.454 1.782 -10.993 0.428
H 1.454 0.332 -10.328 0.351
H -0.010 1.229 -8.677 0.234
H -1.364 2.909 -9.308 0.295
H 0.039 3.677 -10.253 0.450
H -0.798 3.740 -7.259 0.401
H -0.635 4.952 -8.449 0.419
H 2.333 5.709 -6.823 0.259
H 1.035 4.920 -5.763 0.292
H 0.580 5.997 -7.030 0.314
C 0.101 -10.167 4.955 -0.698
O 0.677 -8.906 4.452 -0.315
C 0.320 -8.605 3.115 -0.671
C 0.894 -7.295 2.720 -0.534
N 0.527 -6.264 3.691 -0.412
C 1.179 -4.993 3.269 -0.654
C 1.178 -3.915 4.411 -0.518
O 1.699 -4.663 5.456 -0.334
C 2.647 -3.985 6.297 -0.769
H 0.575 -10.456 5.893 0.226
H 0.293 -10.872 4.146 0.291
H -0.973 -10.079 5.116 0.288
H -0.769 -8.634 3.089 0.390
H 0.630 -9.370 2.403 0.432
H 0.412 -7.057 1.772 0.299
H 1.959 -7.515 2.641 0.348
H 0.931 -6.406 4.606 0.352
H 0.660 -4.583 2.402 0.341
H 2.228 -5.156 3.025 0.340
H 0.181 -3.499 4.559 0.304
H 1.816 -3.102 4.067 0.427
H 2.232 -2.997 6.498 0.304
H 3.569 -3.810 5.742 0.322
H 2.957 -4.553 7.174 0.242
C 15.548 4.798 4.240 -0.822
O 15.196 3.440 3.868 -0.329
C 15.925 3.013 2.734 -0.521
C 15.228 1.631 2.150 -0.739
N 13.847 1.947 1.769 -0.379
C 13.050 0.809 1.297 -0.610
C 11.544 1.308 1.111 -0.640
O 10.902 1.656 2.315 -0.301
C 9.623 2.225 2.296 -0.659
H 14.911 5.025 5.095 0.269
H 15.193 5.538 3.522 0.353
H 16.515 4.901 4.732 0.317
H 16.969 2.938 3.037 0.406
H 15.930 3.861 2.050 0.335
H 15.244 0.745 2.786 0.398
H 15.731 1.390 1.214 0.352
H 13.465 2.337 2.618 0.261
H 13.131 0.078 2.101 0.377
H 13.419 0.358 0.376 0.375
H 10.889 0.520 0.740 0.461
H 11.577 2.194 0.477 0.320
H 9.401 3.010 1.572 0.263
H 9.425 2.656 3.278 0.216
H 9.093 1.342 1.939 0.296
```